# 1
Entry from the Open Molecules 2025 dataset: a 2-piece molecular cluster, C2H10NOS2 overall at a distorted geometry (the ωB97M-V functional and the def2-TZVPD basis).

ΔE to the lowest compared entry with this formula, charge and spin: 59.7 kJ/mol
Electronic energy: -27437.6742 eV
2S+1: 1
Charge: +1
Orbital gap: 8.6 eV
HOMO energy: -12.008 eV

Atoms and positions in Å:
N: 0.5333 -2.4438 0.6494
C: 1.0900 -1.3731 -0.2542
C: 0.0168 -0.6748 -1.0774
S: 0.4177 1.0950 -1.3619
S: -0.6196 1.7592 0.3331
H: -0.0619 -2.0741 1.4158
H: 0.1636 -3.1640 0.0301
H: 1.3130 -2.8665 1.1674
H: 1.6672 -0.6702 0.3557
H: 1.7706 -1.8471 -0.9451
H: -0.9458 -0.5963 -0.5884
H: -0.0350 -1.0390 -2.1055
H: 0.0344 2.8964 0.6133
H: -1.1615 -0.4143 2.8824
H: -2.2110 -1.1605 2.1228
O: -1.3169 -1.2757 2.4677

natural (NBO) population analysis, charges in e, atoms 1 to 2:
1 N -0.694
2 C -0.249

# 2
Entry from the Open Molecules 2025 dataset: an isolated molecule of C6H11NS at a distorted geometry (the ωB97M-V functional and the def2-TZVPD basis).

ΔE to the lowest compared entry with this formula, charge and spin: 67.1 kJ/mol
Electronic energy: -18724.7994 eV
2S+1: 1
Charge: 0
Orbital gap: 9.2 eV
SMILES string: N[C@H]1C[C@]12CCCS2
HOMO energy: -8.287 eV

Atoms and positions in Å:
N: 2.4259 -0.9436 0.8976
C: 1.7094 0.1751 0.3638
C: 1.5807 0.4007 -1.1565
C: 0.3929 0.0599 -0.3524
C: -0.7766 1.0814 -0.2297
C: -1.8610 0.4521 0.6507
C: -2.0200 -0.9734 0.0856
S: -0.3711 -1.5160 -0.5892
H: 1.7276 -1.4762 1.4380
H: 2.7714 -1.5189 0.1495
H: 1.8032 1.1420 0.9162
H: 1.8914 -0.3444 -1.8501
H: 1.6755 1.4525 -1.4344
H: -1.1731 1.2954 -1.2395
H: -0.3545 2.0035 0.0974
H: -1.4582 0.3711 1.6845
H: -2.8202 0.9758 0.5953
H: -2.6829 -0.9491 -0.7770
H: -2.4604 -1.6877 0.7501

natural (NBO) population analysis, charges in e, atoms 1 to 2:
1 N -0.817
2 C -0.056

# 3
Entry from the Open Molecules 2025 dataset: C5H5IOS5Tc as an isolated structure (the ωB97M-V functional and the def2-TZVPD basis).

ΔE to the lowest compared entry with this formula, charge and spin: 6.1 kJ/mol
Electronic energy: -71787.6329 eV
2S+1: 4
Charge: 0
Orbital gap (spin up / spin down): 6.7 / 5.8 eV
HOMO energy (spin up / spin down): -7.798 / -7.876 eV

Atoms and positions in Å:
Tc: 0.8816 -0.8960 -0.5462
S: -3.4715 4.8609 -0.3491
C: -2.4850 3.5650 -0.4292
S: -1.0169 3.4285 0.4894
C: -0.4896 1.9078 -0.1812
C: -1.3189 1.3143 -1.0612
S: -0.9397 -0.1976 -1.8485
S: -2.7983 2.1702 -1.4152
S: 1.0614 1.2411 0.2656
C: -0.2255 -1.8948 1.9425
O: 0.6923 -2.0805 0.8795
H: 0.2275 -1.2829 2.7259
H: -0.4683 -2.8812 2.3421
H: -1.1463 -1.4122 1.6000
I: 1.9332 -2.9723 -2.2447
C: 2.8070 -1.6272 -0.8147
H: 3.5335 -1.0182 -1.3429
H: 3.2238 -2.2248 -0.0121

natural (NBO) population analysis, charges in e, atoms 1 to 2:
1 Tc 0.965
2 S -0.020